*a*
17
Properties=species:S:1:pos:R:3:lowdin_charge:R:1 method="wB97M-V/def2-TZVPD" spin_multiplicity=1 total_charge=0 smiles="C=C1NC=N[C@H]1CN"
C 1.656 0.483 0.366 -0.257
C 0.282 -0.005 0.840 -0.305
C -0.866 -1.587 -0.133 -0.198
C -0.879 0.668 0.082 -0.309
C -1.205 1.948 -0.013 0.038
H 2.765 0.459 -1.324 0.070
H 1.855 -0.915 -1.086 0.063
H 1.773 1.576 0.521 0.113
H 2.416 0.020 1.038 0.110
H 0.174 0.189 1.934 0.152
H -1.242 -2.568 -0.465 0.128
H -2.317 -0.381 -1.106 0.139
H -2.059 2.307 -0.571 0.050
H -0.590 2.692 0.503 0.060
N 1.842 0.108 -1.043 0.001
N 0.162 -1.451 0.630 0.062
N -1.532 -0.432 -0.486 0.081

*b*
17
Properties=species:S:1:pos:R:3:lowdin_charge:R:1 method="wB97M-V/def2-TZVPD" spin_multiplicity=1 total_charge=0 smiles=NCCc1cc[nH]n1
C 1.833 -0.167 -0.555 -0.276
C 0.874 1.108 -0.417 -0.164
C -0.510 0.483 0.022 -0.250
C -1.707 1.041 0.523 -0.060
C -2.722 0.067 0.273 -0.089
H 1.656 -1.350 1.483 0.117
H 3.210 -1.000 0.883 0.076
H 2.783 0.233 -1.149 0.115
H 1.246 -1.285 -0.936 0.149
H 0.546 1.778 -1.175 0.079
H 1.053 1.702 0.531 0.112
H -1.695 2.051 0.365 0.065
H -3.798 -0.064 0.214 0.103
H -2.377 -2.110 -0.534 0.241
N 2.223 -0.477 0.954 -0.116
N -1.984 -1.076 -0.006 -0.124
N -0.630 -0.934 -0.476 0.022

*c*
17
Properties=species:S:1:pos:R:3:lowdin_charge:R:1 method="wB97M-V/def2-TZVPD" spin_multiplicity=1 total_charge=0
C -0.105 1.444 0.525 -0.319
C -1.293 0.493 0.318 -0.219
C -0.162 -0.750 -1.357 -0.201
C 0.963 -0.707 -0.212 -0.251
C -0.090 -1.472 0.558 -0.031
H 0.929 2.984 1.041 0.035
H -1.937 1.184 -0.205 0.126
H -1.523 0.241 1.359 0.129
H -0.151 -1.984 -1.788 0.156
H -0.013 -0.247 -2.508 0.158
H 1.940 -0.960 -0.589 0.133
H -0.348 -1.181 1.465 0.048
H 0.061 -2.566 0.472 0.128
H 1.953 0.882 -0.089 0.074
N -0.057 2.643 1.215 0.058
N -1.230 -0.707 -0.380 -0.074
N 1.063 0.703 0.173 0.050

*d*
17
Properties=species:S:1:pos:R:3:lowdin_charge:R:1 method="wB97M-V/def2-TZVPD" spin_multiplicity=1 total_charge=0 smiles="C=C(C)[C@H]1CN=NN1"
C -0.553 -0.763 -0.612 -0.186
C -1.055 -1.309 0.722 -0.209
C 0.863 1.636 -0.282 -0.093
N -1.570 0.182 -0.862 -0.055
C 0.813 0.192 0.095 -0.265
C 1.884 -0.485 0.489 0.011
N -2.119 0.599 0.282 -0.003
N -1.609 -0.055 1.247 -0.006
H -1.645 0.768 -1.678 0.134
H -0.302 -1.428 -1.434 0.133
H -1.798 -2.113 0.657 0.109
H -0.301 -1.658 1.426 0.094
H 0.620 1.791 -1.334 0.073
H 0.156 2.212 0.315 0.073
H 1.863 2.039 -0.121 0.076
H 2.875 -0.053 0.458 0.060
H 1.877 -1.555 0.633 0.055

Name the least stable of them. *b*.

*a*
17
Properties=species:S:1:pos:R:3:lowdin_charge:R:1 method="wB97M-V/def2-TZVPD" spin_multiplicity=1 total_charge=0 smiles="C1=NNC2(C1)CNC2"
C 1.287 0.109 -0.722 -0.099
C -0.175 -1.418 -1.283 -0.206
C -0.369 -0.108 -0.362 -0.335
C -0.329 -0.582 1.151 -0.102
C -0.385 0.885 1.852 -0.163
H 1.833 0.595 -1.681 0.133
H 1.999 0.383 -0.023 0.046
H 1.701 -1.612 -1.934 0.086
H -0.577 -1.311 -2.407 0.135
H -0.639 -2.423 -0.832 0.130
H -1.230 -1.319 1.177 0.121
H 0.773 -1.114 1.261 0.152
H 0.155 1.034 2.966 0.154
H -1.069 1.839 -0.960 0.183
N 1.223 -1.369 -1.090 -0.117
N -0.629 1.749 0.992 -0.024
N -1.040 1.136 -0.100 -0.093

*b*
17
Properties=species:S:1:pos:R:3:lowdin_charge:R:1 method="wB97M-V/def2-TZVPD" spin_multiplicity=1 total_charge=0
C -2.002 1.735 -0.002 -0.141
C -0.661 2.194 -0.450 -0.158
C 0.400 1.349 -0.505 -0.244
C 1.609 -0.529 -0.212 -0.180
C -0.219 -2.621 0.599 -0.055
H -2.780 1.763 -0.788 0.066
H -2.007 0.648 0.466 0.089
H -2.348 2.273 0.930 0.078
H -0.479 3.267 -0.455 0.091
H 1.360 1.857 -0.633 0.096
H 2.493 0.056 -0.440 0.121
H 2.818 -2.180 -0.197 0.141
H -0.816 -1.689 0.521 0.059
H -0.692 -3.513 1.013 0.063
N 0.464 0.066 -0.154 0.028
N 1.862 -1.853 -0.065 -0.019
N 0.998 -2.824 0.371 -0.034

Name the least stable of them. *a*.

*a*
17
Properties=species:S:1:pos:R:3:lowdin_charge:R:1 method="wB97M-V/def2-TZVPD" spin_multiplicity=1 total_charge=0
C -0.883 0.068 1.140 -0.148
C -0.339 -1.189 0.567 -0.339
C 1.042 -1.051 0.053 -0.335
C 1.946 0.150 -0.172 -0.068
C 1.544 1.555 -0.299 0.036
H -2.490 -0.856 -0.487 0.073
H -3.211 0.909 -1.003 0.141
H -0.283 0.905 1.861 0.158
H -0.098 -2.255 1.227 0.206
H -0.433 -0.384 -1.389 0.121
H 1.698 -1.905 -0.062 0.117
H 2.850 -0.111 0.294 0.056
H 2.214 2.243 0.125 0.008
H 0.654 2.028 -0.793 0.056
N -2.431 0.166 -0.648 -0.081
N -1.682 0.961 0.411 -0.022
N -0.098 -1.234 -0.825 0.022

*b*
17
Properties=species:S:1:pos:R:3:lowdin_charge:R:1 method="wB97M-V/def2-TZVPD" spin_multiplicity=1 total_charge=0
C -1.645 -1.064 -0.295 -0.007
C 1.493 0.138 0.888 -0.015
C 0.397 1.259 -1.019 0.003
N 0.370 0.085 -0.095 -0.241
C -1.019 -0.125 0.567 -0.441
N -1.110 0.289 1.765 0.145
C 0.336 -1.271 -0.876 -0.340
N 1.001 -1.969 -1.538 0.109
H -2.020 0.063 2.160 0.065
H -1.824 -0.745 -1.317 0.064
H -2.413 -1.698 0.133 0.067
H 2.427 0.275 0.348 0.098
H 1.518 -0.798 1.439 0.103
H 1.303 0.959 1.575 0.089
H -0.324 1.098 -1.818 0.098
H 1.384 1.357 -1.465 0.100
H 0.127 2.148 -0.452 0.104

Name the least stable of them. *a*.

*a*
17
Properties=species:S:1:pos:R:3:lowdin_charge:R:1 method="wB97M-V/def2-TZVPD" spin_multiplicity=1 total_charge=0 smiles="C[C@@]12C=NN[C@H]1CN2"
C -0.259 1.410 0.901 -0.060
C -0.216 0.533 -0.301 -0.510
C -1.658 -0.823 0.315 -0.095
C -0.164 -0.902 -0.013 -0.307
C 1.209 0.735 -0.710 -0.098
H 0.703 1.532 1.477 0.107
H -1.082 1.217 1.600 0.069
H -0.570 2.462 0.432 0.135
H -1.783 -0.087 -1.728 0.132
H -2.234 -1.667 -0.014 0.103
H -1.826 -0.497 1.302 0.082
H -0.233 -1.316 -1.065 0.157
H 1.497 -1.978 0.653 0.096
H 1.784 1.560 -1.072 0.105
N -1.646 0.285 -0.737 0.034
N 1.159 -1.070 0.547 0.008
N 1.954 -0.207 -0.201 0.044

*b*
17
Properties=species:S:1:pos:R:3:lowdin_charge:R:1 method="wB97M-V/def2-TZVPD" spin_multiplicity=1 total_charge=0
C -0.941 1.293 1.559 -0.047
C 0.848 -1.261 -0.344 -0.500
C 0.242 0.190 -0.711 -0.375
N 0.091 -1.915 0.589 0.120
C 0.115 1.512 0.514 -0.204
C -0.394 0.230 -1.896 0.099
N 1.189 0.798 0.146 0.071
N 1.845 -1.789 -0.906 0.119
H -0.901 -1.743 0.594 0.084
H 0.401 -2.853 0.793 0.098
H 2.400 -1.140 -1.454 0.052
H 0.288 2.571 0.299 0.124
H -0.394 -0.620 -2.562 0.071
H -1.135 0.988 -2.100 0.057
H -0.589 1.621 2.539 0.091
H -1.837 1.873 1.326 0.079
H -1.230 0.245 1.614 0.060

*c*
17
Properties=species:S:1:pos:R:3:lowdin_charge:R:1 method="wB97M-V/def2-TZVPD" spin_multiplicity=1 total_charge=0
C -0.325 -1.109 -0.493 -0.357
C 1.331 0.023 0.763 -0.171
C 0.274 1.125 0.396 -0.391
C -1.236 0.692 0.733 -0.068
C -1.102 0.228 -0.806 -0.281
H -0.221 -3.163 -0.473 0.031
H 1.752 -2.033 -0.698 0.233
H 2.360 0.586 0.373 0.142
H 1.544 -0.088 1.865 0.107
H 0.613 1.903 1.021 0.102
H -1.440 1.987 0.771 0.173
H -1.487 -0.080 1.605 0.141
H -2.052 0.331 -1.415 0.155
H -0.321 2.046 -1.628 0.203
N -0.809 -2.351 -0.802 0.051
N 1.101 -1.175 -0.166 -0.040
N 0.017 1.078 -1.047 -0.031

*d*
17
Properties=species:S:1:pos:R:3:lowdin_charge:R:1 method="wB97M-V/def2-TZVPD" spin_multiplicity=1 total_charge=0 smiles="[H]/N=C(C)/N=C/N1CC1"
C 2.635 1.197 0.265 -0.058
C 1.926 -0.066 -0.001 -0.488
C -0.394 -0.663 0.004 -0.161
C -2.824 -0.221 0.602 -0.130
C -2.431 0.898 -0.374 -0.118
H 2.108 1.772 1.048 0.080
H 3.697 1.090 0.684 0.098
H 2.610 1.633 -0.776 0.104
H 3.180 -1.456 -0.158 0.043
H -0.227 -1.514 0.609 0.111
H -3.780 -0.742 0.398 0.093
H -2.794 -0.199 1.728 0.112
H -1.732 1.773 -0.070 0.129
H -3.169 1.145 -1.110 0.084
N 2.162 -1.329 -0.176 0.116
N 0.518 0.221 -0.206 0.072
N -1.732 -0.374 -0.381 -0.086

Name the least stable of them. *c*.

*a*
52
Properties=species:S:1:pos:R:3:lowdin_charge:R:1 method="wB97M-V/def2-TZVPD" spin_multiplicity=1 total_charge=0
C -5.008 -1.749 -2.471 -0.319
H -5.928 -1.754 -2.169 0.041
H -4.372 -2.542 -2.207 0.092
H -5.033 -1.818 -3.670 0.163
O -4.352 -0.739 -2.386 -0.036
C -4.267 -0.330 -0.868 -0.152
C -3.641 0.831 -0.503 -0.143
C -3.355 1.401 0.508 -0.673
C -3.826 0.637 1.607 -0.071
C -4.372 -0.631 1.438 -0.053
C -4.695 -0.823 0.171 -0.154
H -5.245 -1.866 -0.109 0.176
H -4.725 -1.374 2.162 0.127
H -3.599 1.025 2.754 0.153
S -2.518 2.920 0.729 0.934
C -1.475 2.546 2.411 -0.202
C -0.600 1.200 2.024 -0.288
N -1.037 0.130 2.484 0.252
O -0.059 -0.621 1.800 0.110
C 0.706 -0.056 1.185 -0.375
C 0.447 1.248 1.005 0.031
C 1.093 2.527 0.683 -0.481
O 1.074 3.650 1.086 0.077
N 1.904 2.221 -0.371 0.097
H 2.144 1.375 -1.052 0.155
C 2.861 3.206 -1.202 -0.415
C 2.573 2.919 -2.702 -0.029
H 1.548 3.405 -2.972 0.129
H 3.060 3.839 -3.091 0.090
H 2.913 2.093 -3.000 -0.009
C 4.259 3.090 -0.880 -0.076
H 4.832 3.704 -1.444 0.030
H 4.415 3.102 0.267 0.116
H 4.553 1.864 -1.170 0.163
H 2.400 4.084 -0.807 0.115
C 1.758 -0.766 0.406 -0.041
O 2.465 -0.555 -0.702 -0.013
N 1.721 -2.213 1.080 0.141
H 1.058 -2.453 1.559 -0.001
C 2.452 -3.146 0.357 -0.545
C 1.784 -4.428 -0.228 -0.097
H 0.926 -4.753 0.595 0.132
H 2.236 -5.155 -0.810 0.026
H 1.026 -4.058 -1.135 0.114
C 3.346 -3.793 1.291 -0.199
H 4.206 -3.137 1.810 0.097
H 2.922 -4.432 2.175 0.089
H 4.251 -4.751 0.986 0.158
H 3.216 -2.695 -0.601 0.221
H -2.128 2.530 3.239 0.028
H -0.722 3.495 2.290 0.105
H -3.191 1.598 -1.554 0.210

*b*
52
Properties=species:S:1:pos:R:3:lowdin_charge:R:1 method="wB97M-V/def2-TZVPD" spin_multiplicity=1 total_charge=0 smiles="CCCCNC(=O)c1cn(C)c2ccc(S(=O)(=O)N3CCCC3)cc2c1=O"
C -3.798 -3.382 -0.803 -0.110
C -5.308 -3.182 -0.773 -0.269
C -5.743 -1.715 -0.750 -0.195
C -5.296 -0.946 0.499 -0.170
N -3.984 -0.367 0.354 0.083
C -3.776 0.956 0.342 -0.452
O -4.648 1.796 0.511 0.035
C -2.350 1.367 0.118 -0.020
C -2.114 2.707 0.131 0.029
N -0.913 3.287 -0.049 -0.077
C 0.191 2.498 -0.278 -0.129
C 1.465 3.055 -0.475 0.011
C 2.551 2.243 -0.705 -0.035
C 2.392 0.864 -0.755 -0.253
C 1.159 0.296 -0.568 0.027
C 0.040 1.098 -0.321 -0.039
C -1.261 0.441 -0.108 -0.306
O -1.366 -0.785 -0.124 0.042
H 1.029 -0.774 -0.623 0.128
S 3.850 -0.137 -1.027 0.687
O 4.717 0.554 -1.936 -0.285
O 3.446 -1.475 -1.353 -0.273
N 4.529 -0.021 0.514 -0.231
C 4.020 -1.031 1.423 -0.200
H 2.988 -1.265 1.167 0.112
C 4.969 -2.219 1.249 -0.164
H 4.968 -2.882 2.112 0.109
H 4.664 -2.778 0.365 0.101
C 6.329 -1.548 1.016 -0.149
H 6.909 -2.075 0.261 0.108
H 6.911 -1.519 1.937 0.105
C 5.981 -0.115 0.560 -0.187
H 6.368 0.130 -0.428 0.105
H 6.346 0.628 1.276 0.120
H 4.063 -0.630 2.440 0.128
H 3.536 2.652 -0.866 0.120
H 1.606 4.123 -0.449 0.104
C -0.799 4.727 -0.006 -0.018
H -0.125 5.036 0.795 0.102
H -1.781 5.156 0.182 0.097
H -0.427 5.111 -0.957 0.102
H -2.960 3.360 0.303 0.141
H -3.188 -0.971 0.171 0.087
H -5.976 -0.111 0.688 0.115
H -5.306 -1.611 1.370 0.125
H -5.355 -1.202 -1.632 0.116
H -6.833 -1.682 -0.801 0.105
H -5.724 -3.691 0.100 0.104
H -5.744 -3.648 -1.660 0.102
H -3.340 -3.093 0.140 0.065
H -3.346 -2.797 -1.601 0.077
H -3.564 -4.430 -0.977 0.070

Name the least stable of them. *a*.

*a*
16
Properties=species:S:1:pos:R:3:lowdin_charge:R:1 method="wB97M-V/def2-TZVPD" spin_multiplicity=1 total_charge=0
C 1.240 -0.340 0.708 -0.489
C 1.141 -1.257 -0.530 -0.190
C -0.819 0.836 1.759 -0.656
C -0.259 0.254 -2.086 -0.087
C 0.593 -0.951 -1.725 -0.162
N -1.830 1.284 2.398 -0.068
S -0.085 -0.605 1.945 0.864
H 2.263 -0.627 1.262 0.101
H 1.233 0.798 0.530 0.080
H 1.816 -2.084 -0.399 0.078
H 0.287 0.898 -2.810 0.086
H -0.658 0.731 -1.211 0.039
H -1.166 -0.145 -2.576 0.075
H 0.792 -1.698 -2.448 0.076
H -2.123 2.220 2.063 0.101
H -2.425 0.685 3.120 0.150

*b*
16
Properties=species:S:1:pos:R:3:lowdin_charge:R:1 method="wB97M-V/def2-TZVPD" spin_multiplicity=1 total_charge=0 smiles="C=C1SCC[C@H]1N"
C -0.300 0.635 0.301 -0.414
C 0.574 -0.227 1.277 -0.234
C 1.399 -1.244 0.521 -0.448
C -0.836 -0.375 -0.631 -0.578
C -1.915 -0.293 -1.411 -0.023
H 0.697 2.493 0.167 0.088
H 0.485 1.687 -1.330 0.063
H -1.215 1.095 0.738 0.146
H 1.196 0.310 1.970 0.104
H -0.179 -0.720 1.862 0.101
H 1.737 -2.055 1.133 0.062
H 2.257 -0.765 0.000 0.076
H -2.623 0.516 -1.139 0.073
H -2.098 -0.837 -2.307 0.046
N 0.567 1.615 -0.344 0.056
S 0.253 -1.835 -0.807 0.883

Name the least stable of them. *a*.